DFT (ωB97M-V/def2-TZVPD) results for a cluster of 4 separate species, C2H12NO3 in total in a non-equilibrium geometry.

ΔE to the lowest compared entry with this formula, charge and spin = 98.8 kJ/mol
Molecular weight = 98.1 g mol⁻¹
Charge = +1
Gap between HOMO and LUMO = 11.5 eV

Geometry (Å):
C: 0.66 0.57 1.87
C: -0.62 0.84 2.05
N: 1.14 -0.26 0.72
H: 1.52 0.75 2.50
H: -1.00 1.01 3.05
H: -1.24 0.94 1.18
H: 1.69 0.26 0.04
H: 0.40 -0.81 0.21
H: 1.77 -0.93 1.16
H: -1.10 -2.46 -0.51
H: -1.57 -1.11 -1.05
O: -0.83 -1.54 -0.60
H: -3.34 -0.04 -1.72
H: -3.78 -0.98 -2.84
O: -3.09 -0.85 -2.18
H: 3.19 0.92 -1.79
H: 3.19 2.31 -1.14
O: 3.01 1.38 -0.96



DFT (ωB97M-V/def2-TZVPD) results for a structure of composition C28H29IrN3O6SSb.

Molecular weight = 849.6 g mol⁻¹
<S²> = 6.03
Multiplicity = 5
Gap between HOMO and LUMO (alpha / beta) = 6.5 / 4.7 eV

Geometry (Å):
Ir: -2.02 -0.56 -0.19
O: 0.53 2.96 5.41
C: 1.16 1.93 5.04
O: 2.11 1.29 5.39
C: 0.25 1.42 3.83
C: 0.02 0.05 3.82
C: -0.64 -0.46 2.72
N: -1.06 0.31 1.72
C: -0.86 1.63 1.75
C: -0.20 2.24 2.82
C: -1.34 2.47 0.56
O: -0.92 3.63 0.53
O: -2.11 1.88 -0.24
H: 0.39 -0.59 4.60
H: -0.82 -1.52 2.62
H: -0.05 3.31 2.79
O: -4.81 -0.41 1.13
C: -3.84 -0.53 0.54
C: -0.73 1.49 -3.47
Sb: -2.38 0.39 -2.70
C: -3.94 1.81 -2.97
C: -2.76 -0.91 -4.36
H: -1.00 1.95 -4.42
H: 0.11 0.82 -3.59
H: -0.47 2.25 -2.73
H: -3.91 2.21 -3.98
H: -3.78 2.60 -2.24
H: -4.90 1.33 -2.79
H: -2.92 -0.32 -5.26
H: -3.63 -1.52 -4.16
H: -1.90 -1.56 -4.50
C: 4.64 1.09 0.92
N: 3.52 0.29 0.45
N: 2.47 0.87 -0.25
C: 1.38 0.03 -0.23
O: 0.33 0.29 -0.84
C: 1.77 -1.08 0.59
C: 3.06 -0.86 0.99
C: 3.91 -1.66 1.91
C: 2.69 1.93 -1.18
C: 1.84 3.02 -1.16
C: 2.01 4.03 -2.10
C: 3.04 3.95 -3.03
C: 3.89 2.85 -3.03
C: 3.71 1.83 -2.11
H: 4.47 2.12 0.63
H: 5.57 0.75 0.48
H: 4.71 1.04 2.01
H: 1.16 -1.94 0.80
H: 3.42 -2.60 2.14
H: 4.07 -1.12 2.85
H: 4.89 -1.86 1.47
H: 1.03 3.09 -0.44
H: 1.34 4.87 -2.10
H: 3.18 4.74 -3.76
H: 4.69 2.78 -3.76
H: 4.35 0.95 -2.12
S: -1.39 -2.76 -0.57
C: -2.27 -3.95 0.40
C: -2.25 -5.28 -0.03
C: -2.90 -6.27 0.69
C: -3.57 -5.95 1.86
C: -3.59 -4.63 2.30
C: -2.95 -3.64 1.57
H: -1.72 -5.53 -0.95
H: -2.87 -7.29 0.35
H: -4.08 -6.72 2.43
H: -4.12 -4.37 3.21
H: -2.96 -2.62 1.92



DFT (ωB97M-V/def2-TZVPD) results for the ion C5H10N3OS with charge +1 in a non-equilibrium geometry.

ΔE to the lowest compared entry with this formula, charge and spin = 496.1 kJ/mol
SMILES string = C[N+](C)=C=[N+](C)NC([O-])=S
Molecular weight = 160.2 g mol⁻¹
Charge = +1
Gap between HOMO and LUMO (alpha / beta) = 5.3 / 8.6 eV

Geometry (Å):
C: 2.74 -0.28 -0.10
C: 0.09 -0.25 0.40
C: -0.03 2.17 0.34
C: -1.44 -1.96 0.67
C: -1.61 -0.58 -1.25
N: 2.03 0.97 0.21
N: 0.72 0.93 0.36
N: -0.98 -0.86 -0.03
O: 2.11 -1.36 -0.05
S: 4.37 -0.01 -0.29
H: -1.13 1.88 0.10
H: 0.42 2.95 -0.37
H: -0.09 2.56 1.38
H: -0.94 -2.03 1.65
H: -2.55 -1.77 1.00
H: -1.19 -2.84 0.12
H: -1.77 -1.41 -1.95
H: -2.45 0.02 -0.98
H: -0.91 0.07 -1.88
H: 2.62 1.82 0.65



DFT (ωB97M-V/def2-TZVPD) results for an isolated molecule of C16H23N5O2S in a non-equilibrium geometry.

ΔE to the lowest compared entry with this formula, charge and spin = 93.6 kJ/mol
SMILES string = CCOc1ccc(-c2nnc(SCC(=O)N(CC)CC)n2N)cc1
Molecular weight = 349.5 g mol⁻¹
Gap between HOMO and LUMO = 9.0 eV

Geometry (Å):
C: -6.13 2.98 3.99
C: -4.89 3.12 3.13
O: -4.51 1.82 2.70
C: -3.41 1.67 1.92
C: -2.60 2.71 1.48
C: -1.50 2.44 0.68
C: -1.20 1.13 0.31
C: -2.00 0.09 0.78
C: -3.09 0.36 1.57
H: -3.72 -0.44 1.95
H: -1.75 -0.94 0.56
C: -0.03 0.87 -0.51
N: 1.14 1.45 -0.40
N: 1.98 0.91 -1.28
C: 1.31 0.01 -1.96
N: 0.02 -0.05 -1.52
N: -0.97 -0.86 -2.05
H: -0.81 -1.82 -1.74
H: -1.87 -0.54 -1.71
S: 1.95 -1.01 -3.22
C: 2.03 -2.63 -2.33
C: 1.74 -2.46 -0.86
O: 0.57 -2.56 -0.48
N: 2.75 -2.20 -0.01
C: 4.16 -2.20 -0.35
C: 4.64 -0.93 -1.05
H: 5.73 -0.92 -1.05
H: 4.29 -0.88 -2.07
H: 4.28 -0.05 -0.53
H: 4.70 -2.33 0.59
H: 4.39 -3.08 -0.98
C: 2.43 -1.99 1.39
C: 2.81 -0.61 1.89
H: 2.36 0.17 1.27
H: 3.89 -0.47 1.89
H: 2.45 -0.48 2.91
H: 2.94 -2.76 1.99
H: 1.35 -2.14 1.50
H: 3.02 -3.05 -2.54
H: 1.26 -3.27 -2.77
H: -0.86 3.24 0.34
H: -2.81 3.74 1.74
H: -5.10 3.76 2.26
H: -4.07 3.57 3.71
H: -5.92 2.34 4.84
H: -6.45 3.96 4.34
H: -6.93 2.53 3.41



DFT (ωB97M-V/def2-TZVPD) results for a structure of composition C13H14CuIN3Se in a non-equilibrium geometry.

ΔE to the lowest compared entry with this formula, charge and spin = 0.0 kJ/mol
Molecular weight = 481.7 g mol⁻¹
<S²> = 0.81
Multiplicity = 2
Gap between HOMO and LUMO (alpha / beta) = 6.0 / 4.9 eV

Geometry (Å):
C: 0.38 3.21 0.52
C: 3.16 0.86 -0.15
H: -0.05 3.55 -0.45
H: 1.18 3.88 0.90
H: -0.40 2.94 1.25
H: 3.43 -0.14 -0.52
H: 3.80 1.65 -0.57
H: 3.27 0.91 0.95
C: -1.97 1.77 -0.55
C: -3.27 1.63 -1.03
C: -3.60 0.44 -1.66
C: -2.62 -0.54 -1.77
H: -1.70 2.74 -0.16
H: -3.92 2.48 -0.86
H: -4.59 0.28 -2.05
H: -2.81 -1.47 -2.28
N: -1.07 0.80 -0.57
C: -1.34 -0.35 -1.19
C: -0.31 -1.42 -1.27
N: 0.87 -1.19 -0.70
C: 1.87 -2.05 -0.81
C: 0.49 -3.60 -2.01
C: 1.74 -3.29 -1.47
H: 2.81 -1.72 -0.38
H: 2.59 -3.96 -1.53
C: -0.53 -2.66 -1.93
H: -1.51 -2.87 -2.35
H: 0.31 -4.56 -2.49
Cu: 1.39 1.56 0.19
I: 1.68 2.05 -2.19
Se: -0.37 -1.39 3.40
C: 0.31 -0.19 2.33
N: 0.77 0.66 1.65